P.
This record from OMol25 describes 7 unconnected molecules or ions with the total composition C5H24N2O7. The level of theory is wB97M-V/def2-TZVPD.

SMILES ... C[C@H](C=O)NCCN.O.O.O.O.O.O
HOMO level ... -9.485 eV
Lowest unoccupied orbital energy ... 0.01154 Eh
Kohn-Sham gap ... 0.360 Eh

Each atom is followed by the atoms it is bonded to, with distances in Å.
Element x y z (Å)
1 C -0.76458 -2.22346 -1.79416  C2 1.530, H9 1.095, H10 1.088, H11 1.088
2 C 0.06589 -1.07394 -2.36739  C1 1.530, C3 1.558, N5 1.461, H12 1.087
3 C 1.53747 -1.57812 -2.28521  C2 1.558, O4 1.198, H13 1.097
4 O 2.05618 -1.82206 -1.23354  C3 1.198
5 N -0.06556 0.10367 -1.51315  C2 1.461, C6 1.468, H14 1.010
6 C 0.72668 1.22211 -2.03884  N5 1.468, C7 1.531, H15 1.089, H16 1.107
7 C 0.35166 2.43955 -1.19050  C6 1.531, N8 1.465, H17 1.094, H18 1.089
8 N 0.70116 2.14588 0.20111  C7 1.465, H19 1.010, H20 1.015
9 H -1.77831 -1.89321 -1.54639  C1 1.095
10 H -0.94227 -3.03861 -2.49258  C1 1.088
11 H -0.31557 -2.56411 -0.86363  C1 1.088
12 H -0.16283 -0.91364 -3.41788  C2 1.087
13 H 2.09249 -1.63689 -3.22920  C3 1.097
14 H 0.35360 -0.20682 -0.64816  N5 1.010
15 H 0.63864 1.27595 -3.12256  C6 1.089
16 H 1.82188 1.10956 -1.92091  C6 1.107
17 H -0.72798 2.49244 -1.35953  C7 1.094
18 H 0.76352 3.40991 -1.46362  C7 1.089
19 H 0.94089 3.00617 0.67230  N8 1.010
20 H 1.52466 1.56813 0.33493  N8 1.015
21 O 0.72089 0.06534 3.10461  H22 0.966, H23 0.955
22 H 0.74498 -0.89997 3.07770  O21 0.966
23 H 0.64473 0.27818 4.03288  O21 0.955
24 O -2.33176 -0.95562 2.11774  H25 0.944, H26 0.971
25 H -3.16184 -1.11566 2.53759  O24 0.944
26 H -1.95559 -0.06310 2.18363  O24 0.971
27 O -0.42928 -2.65581 3.36401  H28 0.949, H29 0.938
28 H 0.25513 -2.89063 2.75065  O27 0.949
29 H -1.19705 -2.52429 2.84085  O27 0.938
30 O -1.73451 1.87598 1.58190  H31 0.975, H32 0.963
31 H -0.95018 1.66380 1.04301  O30 0.975
32 H -1.45311 1.77585 2.49711  O30 0.963
33 O -3.21582 2.34790 -0.85430  H34 0.957, H35 0.963
34 H -2.95248 1.47486 -1.14485  O33 0.957
35 H -2.76532 2.55114 -0.02805  O33 0.963
36 O 3.90251 -0.64067 0.63950  H37 0.968, H38 0.950
37 H 3.34075 -1.13455 0.02547  O36 0.968
38 H 3.72029 -0.97525 1.50946  O36 0.950

---

Q.
This record from OMol25 describes 7 unconnected molecules or ions with the total composition C5H24N2O7. The level of theory is wB97M-V/def2-TZVPD.

SMILES ... NCNCCCC=O.O.O.O.O.O.O
HOMO level ... -8.630 eV
Lowest unoccupied orbital energy ... 0.00851 Eh
Kohn-Sham gap ... 0.326 Eh

Each atom is followed by the atoms it is bonded to, with distances in Å.
Element x y z (Å)
1 N 1.47861 -0.44555 -0.92812  C2 1.483, H9 1.026, H10 1.003
2 C 0.82741 0.20535 -2.09034  N1 1.483, N3 1.447, H11 1.076, H12 1.078
3 N 0.08425 1.40279 -1.76153  C2 1.447, C4 1.444, H13 1.016
4 C -0.99227 1.27919 -0.80779  N3 1.444, C5 1.555, H14 1.073, H15 1.088
5 C -2.33661 0.88037 -1.48030  C4 1.555, C6 1.515, H16 1.066, H17 1.098
6 C -3.48505 1.74989 -1.01143  C5 1.515, C7 1.501, H18 1.105, H19 1.103
7 C -4.10882 1.26308 0.26387  C6 1.501, O8 1.197, H20 1.101
8 O -3.81476 1.63590 1.36291  C7 1.197
9 H 0.76542 -0.47249 -0.19132  N1 1.026
10 H 2.10729 0.22949 -0.53314  N1 1.003
11 H 0.13088 -0.50427 -2.50238  C2 1.076
12 H 1.60029 0.50888 -2.77716  C2 1.078
13 H 0.64037 2.22250 -1.53415  N3 1.016
14 H -1.15088 2.26012 -0.40392  C4 1.073
15 H -0.78223 0.56799 -0.01134  C4 1.088
16 H -2.52937 -0.13150 -1.20480  C5 1.066
17 H -2.23071 0.89998 -2.57349  C5 1.098
18 H -3.29588 2.83439 -1.11003  C6 1.105
19 H -4.23362 1.83853 -1.81721  C6 1.103
20 H -4.73747 0.38093 0.06888  C7 1.101
21 O -2.32197 -2.53934 -0.94565  H22 0.958, H23 0.959
22 H -1.60170 -1.95395 -0.70954  O21 0.958
23 H -2.31867 -3.14183 -0.19997  O21 0.959
24 O -1.02627 -1.24085 1.15111  H25 0.986, H26 0.962
25 H -0.21169 -1.75728 1.35377  O24 0.986
26 H -1.13158 -0.68724 1.93042  O24 0.962
27 O 3.26063 -2.23404 1.21291  H28 0.990, H29 0.959
28 H 3.02552 -1.93761 0.29818  O27 0.990
29 H 4.04716 -2.76919 1.09236  O27 0.959
30 O 4.78952 0.49400 1.64519  H31 0.972, H32 0.981
31 H 4.76515 1.04854 0.84719  O30 0.972
32 H 4.25948 -0.27042 1.33360  O30 0.981
33 O 0.70787 -3.11144 1.87419  H34 0.983, H35 0.966
34 H 1.59772 -3.16330 1.46036  O33 0.983
35 H 0.60990 -4.00882 2.21947  O33 0.966
36 O 2.65376 2.77256 1.81924  H37 0.951, H38 0.958
37 H 1.80962 3.16194 2.02195  O36 0.951
38 H 3.14866 2.73273 2.63801  O36 0.958

---

Last place for stability: Q

---

P.
This record from OMol25 describes 2 unconnected molecules or ions with the total composition CH5BrN2. The level of theory is wB97M-V/def2-TZVPD.

HOMO level (spin up / spin down) ... -8.027 / -8.027 eV
Lowest unoccupied orbital energy (spin up / spin down) ... -0.09624 / -0.09627 Eh
Kohn-Sham gap (spin up / spin down) ... 0.199 / 0.199 Eh

Each atom is followed by the atoms it is bonded to, with distances in Å.
Element x y z (Å)
1 C -1.24688 -0.62025 0.15357  N3 1.480, H5 1.089, H6 1.119, H7 1.113
2 N 0.54225 0.86656 0.11439  N3 1.274, H8 1.066, H9 1.011
3 N -0.72757 0.76548 0.13553  C1 1.480, N2 1.274
4 Br 3.36784 -0.07436 -0.50492  no bonds
5 H -2.32881 -0.68357 0.26213  C1 1.089
6 H -0.81474 -0.94070 -0.82743  C1 1.119
7 H -0.76323 -1.17344 0.98946  C1 1.113
8 H 0.87637 1.81629 -0.23527  N2 1.066
9 H 1.09478 0.04401 -0.08745  N2 1.011

---

Q.
This record from OMol25 describes 2 unconnected molecules or ions with the total composition CH5BrN2. The level of theory is wB97M-V/def2-TZVPD.

HOMO level ... -8.355 eV
Lowest unoccupied orbital energy ... -0.07898 Eh
Kohn-Sham gap ... 0.228 Eh

Each atom is followed by the atoms it is bonded to, with distances in Å.
Element x y z (Å)
1 C -0.65899 0.19894 -0.58585  N3 1.430, H5 1.110, H6 1.237, H7 1.093
2 N 1.19801 0.15064 0.74892  N3 1.272, H8 1.025, H9 1.064
3 N 0.39248 0.88767 0.09673  C1 1.430, N2 1.272
4 Br 0.07533 -1.42131 3.15885  no bonds
5 H -0.24737 0.35733 -1.60455  C1 1.110
6 H -0.70446 -1.00096 -0.28692  C1 1.237
7 H -1.69807 0.52763 -0.50222  C1 1.093
8 H 1.96982 0.69013 1.15486  N2 1.025
9 H 1.15194 -0.72904 1.34535  N2 1.064

---

Last place for stability: Q

---

P.
This record from OMol25 describes 2 unconnected molecules or ions with the total composition C2H8NO2. The level of theory is wB97M-V/def2-TZVPD.

Total charge ... +1
HOMO level ... -15.124 eV
Lowest unoccupied orbital energy ... -0.12892 Eh
Kohn-Sham gap ... 0.427 Eh

Each atom is followed by the atoms it is bonded to, with distances in Å.
Element x y z (Å)
1 O -1.60094 -1.20332 0.08162  C2 1.192
2 C -1.26524 -0.91004 1.18752  O1 1.192, C3 1.579, H5 1.097
3 C -0.18064 0.23034 1.31282  C2 1.579, N4 1.478, H6 1.086, H7 1.094
4 N -0.01334 0.86704 -0.01055  C3 1.478, H8 1.022, H9 1.033, H10 1.024
5 H -1.53571 -1.32356 2.16730  C2 1.097
6 H -0.28633 0.98583 2.08620  C3 1.086
7 H 0.71874 -0.30430 1.63176  C3 1.094
8 H -0.07089 1.88288 0.08251  N4 1.022
9 H 0.85278 0.56257 -0.48307  N4 1.033
10 H -0.78314 0.61010 -0.63470  N4 1.024
11 H 0.78627 -0.47922 -3.00541  O13 0.964
12 H 2.15922 -0.53149 -2.26662  O13 0.958
13 O 1.21921 -0.38683 -2.14940  H11 0.964, H12 0.958

---

Q.
This record from OMol25 describes a gas-phase ion, C2H8NO2 (charge +1). The level of theory is wB97M-V/def2-TZVPD.

SMILES ... [NH3+][C@H](O)CO
Total charge ... +1
HOMO level ... -15.546 eV
Lowest unoccupied orbital energy ... -0.12631 Eh
Kohn-Sham gap ... 0.445 Eh

Each atom is followed by the atoms it is bonded to, with distances in Å.
Element x y z (Å)
1 N -0.47474 0.61510 -1.06387  C2 1.553, H6 0.991, H7 1.021, H8 0.984
2 C 0.50916 -0.35512 -0.35594  N1 1.553, O3 1.388, C4 1.550, H9 1.143
3 O 0.27366 -1.51617 -1.07909  C2 1.388, H10 0.921
4 C -0.03587 -0.31005 1.09425  C2 1.550, O5 1.450, H11 1.106, H12 1.044
5 O -0.26967 1.09345 1.37407  C4 1.450, H13 0.909
6 H -0.91045 0.16549 -1.83168  N1 0.991
7 H -0.15606 1.46031 -1.53997  N1 1.021
8 H -1.12398 1.02404 -0.44768  N1 0.984
9 H 1.63284 -0.19281 -0.48813  C2 1.143
10 H 1.05924 -1.98431 -0.96744  O3 0.921
11 H -1.06616 -0.68227 1.24895  C4 1.106
12 H 0.70734 -0.53987 1.79106  C4 1.044
13 H -0.14530 1.22222 2.26547  O5 0.909

---

Last place for stability: Q